ORCA calculation (wB97M-V/def2-TZVPD) on a 4-piece molecular cluster, C18H46BBr2N4O7 overall at a distorted geometry.

Bonds (Å) are listed after each position.
CARTESIAN COORDINATES (ANGSTROEM)
1 C 5.84522 -3.75483 0.92358  C2 1.535, H15 1.088, H16 1.089, H17 1.091
2 C 4.32707 -3.71749 0.69695  C1 1.535, Br3 1.939, C4 1.524, H18 1.090
3 Br 3.93694 -2.56734 -0.81423  C2 1.939
4 C 3.60312 -3.19853 1.93397  C2 1.524, Br5 1.952, N6 1.534, H19 1.087
5 Br 4.05669 -4.34482 3.44709  C4 1.952
6 N 2.06987 -3.18004 1.95842  C4 1.534, C7 1.505, C11 1.528, H20 1.018
7 C 1.38287 -3.97122 0.87832  N6 1.505, B8 1.605, H21 1.082, H22 1.096
8 B -0.16908 -4.23333 1.19182  C7 1.605, O9 1.356, O10 1.388
9 O -1.00164 -4.52743 0.16325  B8 1.356, H23 0.959
10 O -0.63754 -4.17150 2.49689  B8 1.388, H24 0.962
11 C 1.48611 -1.78126 2.14903  N6 1.528, C12 1.538, H25 1.090, H26 1.094
12 C 1.27805 -0.98574 0.84985  C11 1.538, O13 1.216, O14 1.354
13 O 0.40334 -1.30492 0.06706  C12 1.216
14 O 2.18877 -0.00605 0.64276  C12 1.354, H27 0.991
15 H 6.35902 -3.55670 -0.01509  C1 1.088
16 H 6.16605 -3.02176 1.66201  C1 1.089
17 H 6.14328 -4.75095 1.25464  C1 1.091
18 H 3.98239 -4.72257 0.45315  C2 1.090
19 H 3.96112 -2.20515 2.19297  C4 1.087
20 H 1.83013 -3.65076 2.82898  N6 1.018
21 H 1.53160 -3.46959 -0.06821  C7 1.082
22 H 1.86261 -4.95509 0.81894  C7 1.096
23 H -0.56797 -4.91541 -0.59878  O9 0.959
24 H -0.30697 -4.93882 2.97423  O10 0.962
25 H 2.14938 -1.23476 2.81988  C11 1.090
26 H 0.51282 -1.89267 2.63503  C11 1.094
27 H 1.98940 0.82382 1.14626  O14 0.991
28 C -4.46632 -0.50401 1.58975  C29 1.524, H34 1.091, H35 1.089, H36 1.091
29 C -3.72507 -1.57819 2.37713  C28 1.524, C30 1.536, N33 1.463, H37 1.094
30 C -2.86242 -1.05439 3.53450  C29 1.536, O31 1.418, H38 1.093, H39 1.097
31 O -1.61514 -0.50479 3.14310  C30 1.418, C32 1.413
32 C -1.66779 0.84670 2.73457  O31 1.413, H40 1.093, H41 1.092, H42 1.089
33 N -2.93099 -2.39385 1.45829  C29 1.463, H43 1.012, H44 1.018
34 H -3.79308 0.04852 0.93222  C28 1.091
35 H -5.22666 -0.96408 0.96120  C28 1.089
36 H -4.95903 0.20863 2.25349  C28 1.091
37 H -4.47314 -2.22756 2.84081  C29 1.094
38 H -2.60291 -1.90327 4.17236  C30 1.093
39 H -3.41586 -0.33683 4.15229  C30 1.097
40 H -2.39816 1.40929 3.32240  C32 1.093
41 H -1.91161 0.94321 1.67403  C32 1.092
42 H -0.68024 1.27330 2.90522  C32 1.089
43 H -2.50246 -3.12812 2.00810  N33 1.012
44 H -2.15064 -1.82254 1.14160  N33 1.018
45 C 0.50723 3.26475 -0.74912  C46 1.523, H51 1.090, H52 1.085, H53 1.091
46 C 1.21518 3.79034 0.49306  C45 1.523, C47 1.530, N50 1.472, H54 1.094
47 C 1.83549 5.18057 0.33695  C46 1.530, O48 1.410, H55 1.093, H56 1.097
48 O 3.02948 5.19478 -0.41289  C47 1.410, C49 1.418
49 C 2.87347 5.28212 -1.81908  O48 1.418, H57 1.094, H58 1.093, H59 1.088
50 N 2.21660 2.79916 0.92055  C46 1.472, H60 1.017, H61 1.017
51 H 1.20513 2.95000 -1.52519  C45 1.090
52 H -0.09499 2.39793 -0.49884  C45 1.085
53 H -0.15761 4.01716 -1.17463  C45 1.091
54 H 0.47128 3.86870 1.29115  C46 1.094
55 H 2.10845 5.54994 1.32887  C47 1.093
56 H 1.10670 5.88257 -0.08549  C47 1.097
57 H 2.01979 5.91279 -2.08240  C49 1.094
58 H 2.74875 4.29964 -2.28103  C49 1.093
59 H 3.77919 5.73615 -2.21639  C49 1.088
60 H 2.62445 3.09885 1.80298  N50 1.017
61 H 2.98839 2.84720 0.25975  N50 1.017
62 C -3.38405 0.86675 -5.40155  C63 1.525, H68 1.090, H69 1.089, H70 1.092
63 C -2.94044 2.19594 -4.80105  C62 1.525, C64 1.534, N67 1.464, H71 1.094
64 C -1.61415 2.11849 -4.03499  C63 1.534, O65 1.415, H72 1.093, H73 1.098
65 O -1.70397 1.52051 -2.75593  C64 1.415, C66 1.415
66 C -1.64590 0.10643 -2.73574  O65 1.415, H74 1.094, H75 1.093, H76 1.091
67 N -4.03183 2.74220 -3.99328  C63 1.464, H77 1.015, H78 1.015
68 H -3.77998 0.19484 -4.63984  C62 1.090
69 H -4.17735 1.03394 -6.12791  C62 1.089
70 H -2.55806 0.36399 -5.90807  C62 1.092
71 H -2.77137 2.89138 -5.62860  C63 1.094
72 H -1.26449 3.13855 -3.85355  C64 1.093
73 H -0.84613 1.60939 -4.63272  C64 1.098
74 H -0.97036 -0.27202 -3.50925  C66 1.094
75 H -2.63056 -0.34827 -2.86750  C66 1.093
76 H -1.25941 -0.19104 -1.76031  C66 1.091
77 H -3.80008 3.68220 -3.68840  N67 1.015
78 H -4.10004 2.19693 -3.13935  N67 1.015

As for the total charge: +1. For the LUMO energy, the calculation gives -2.931 eV. The calculation puts the total energy at -6631.8203 a.u. Its energy above the lowest of the compared OMol25 structures with the same formula, charge and spin is 0.0 kJ/mol.

For reference, the Löwdin charges in units of e are: -0.16 -0.77 0.86 -0.64 0.86 -0.11 -0.03 -0.63 0.22 0.15 0.02 -0.48 0.13 0.04 0.07 0.08 0.08 0.09 0.11 0.09 0.07 0.14 0.12 0.13 0.14 0.13 0.09 -0.06 -0.42 -0.19 -0.21 -0.10 0.07 0.06 0.08 0.08 0.14 0.12 0.12 0.10 0.08 0.08 0.04 0.06 -0.05 -0.41 -0.20 -0.18 -0.09 0.04 0.07 0.06 0.09 0.14 0.13 0.13 0.09 0.08 0.09 0.09 0.09 -0.07 -0.44 -0.21 -0.21 -0.10 0.04 0.06 0.08 0.08 0.14 0.12 0.12 0.09 0.08 0.07 0.07 0.07

=====

ORCA calculation (wB97M-V/def2-TZVPD) on a 3-piece molecular cluster, C18H47BClIN6O5P2 overall at a distorted geometry.

Bonds (Å) are listed after each position.
CARTESIAN COORDINATES (ANGSTROEM)
1 C 0.40961 1.65994 -2.68036  N2 1.445, H12 1.102, H13 1.093, H14 1.086
2 N 1.04014 0.58996 -1.94225  C1 1.445, C3 1.460, P4 1.731
3 C 2.29910 1.03798 -1.35485  N2 1.460, H15 1.099, H16 1.092, H17 1.092
4 P 0.91670 -1.11678 -2.20065  N2 1.731, O5 1.524, N6 1.742, N9 1.733
5 O 0.89631 -1.48367 -0.72149  P4 1.524
6 N -0.71607 -1.64044 -2.50532  P4 1.742, C7 1.456, C8 1.464
7 C -1.83863 -0.71519 -2.43578  N6 1.456, H18 1.096, H19 1.091, H20 1.092
8 C -1.09252 -2.85578 -1.78017  N6 1.464, H21 1.096, H22 1.091, H23 1.093
9 N 1.17758 -0.98409 -3.90854  P4 1.733, C10 1.460, C11 1.446
10 C 2.53758 -0.66967 -4.33573  N9 1.460, H24 1.097, H25 1.092, H26 1.092
11 C 0.20969 -0.91993 -4.98138  N9 1.446, H27 1.094, H28 1.088, H29 1.095
12 H 0.88930 1.85850 -3.65196  C1 1.102
13 H 0.46337 2.58865 -2.10636  C1 1.093
14 H -0.65174 1.49760 -2.84108  C1 1.086
15 H 3.10524 1.08348 -2.09982  C3 1.099
16 H 2.61906 0.36491 -0.55661  C3 1.092
17 H 2.20020 2.02648 -0.90037  C3 1.092
18 H -1.86245 -0.16714 -1.48749  C7 1.096
19 H -2.78795 -1.24120 -2.54671  C7 1.091
20 H -1.82928 -0.00830 -3.26759  C7 1.092
21 H -1.36406 -2.64411 -0.73933  C8 1.096
22 H -0.27737 -3.58032 -1.77542  C8 1.091
23 H -1.94898 -3.33471 -2.26200  C8 1.093
24 H 2.66400 0.40471 -4.51763  C10 1.097
25 H 2.80518 -1.20418 -5.25001  C10 1.092
26 H 3.26150 -0.97101 -3.57601  C10 1.092
27 H -0.26508 0.06367 -5.04040  C11 1.094
28 H -0.55635 -1.68703 -4.89436  C11 1.088
29 H 0.68987 -1.10387 -5.94769  C11 1.095
30 C -4.51480 3.67376 0.97175  N31 1.445, H41 1.101, H42 1.093, H43 1.086
31 N -4.65586 2.68826 -0.07557  C30 1.445, C32 1.460, P33 1.730
32 C -4.45952 3.29590 -1.38848  N31 1.460, H44 1.098, H45 1.092, H46 1.092
33 P -5.60028 1.23874 -0.07251  N31 1.730, O34 1.522, N35 1.744, N38 1.732
34 O -4.57552 0.39929 -0.82290  P33 1.522
35 N -5.45999 0.33938 1.41525  P33 1.744, C36 1.454, C37 1.465
36 C -4.55041 0.75213 2.47186  N35 1.454, H47 1.097, H48 1.092, H49 1.091
37 C -5.29372 -1.10330 1.21997  N35 1.465, H50 1.096, H51 1.090, H52 1.093
38 N -7.00782 2.02977 0.55485  P33 1.732, C39 1.460, C40 1.447
39 C -7.72617 2.90515 -0.36662  N38 1.460, H53 1.097, H54 1.092, H55 1.092
40 C -7.46884 2.13402 1.92213  N38 1.447, H56 1.094, H57 1.088, H58 1.094
41 H -5.38532 4.34287 1.05826  C30 1.101
42 H -3.64818 4.30829 0.76996  C30 1.093
43 H -4.31327 3.23535 1.94415  C30 1.086
44 H -5.34357 3.86045 -1.71430  C32 1.098
45 H -4.25115 2.53469 -2.14345  C32 1.092
46 H -3.60292 3.97376 -1.39242  C32 1.092
47 H -3.52744 0.89752 2.10429  C36 1.097
48 H -4.52414 0.00717 3.26963  C36 1.092
49 H -4.89402 1.66197 2.96702  C36 1.091
50 H -4.25858 -1.36665 0.97282  C37 1.096
51 H -5.93519 -1.46847 0.41756  C37 1.090
52 H -5.57230 -1.64361 2.12860  C37 1.093
53 H -7.42688 3.95289 -0.24172  C39 1.097
54 H -8.80685 2.83959 -0.22269  C39 1.092
55 H -7.53251 2.61978 -1.40230  C39 1.092
56 H -6.88308 2.86026 2.49293  C40 1.094
57 H -7.45886 1.17602 2.43684  C40 1.088
58 H -8.51145 2.46492 1.95515  C40 1.094
59 C 5.56352 1.02650 3.69599  C60 1.569, H71 1.100, H72 1.101, H73 1.097
60 C 5.18296 -0.19194 4.60909  C59 1.569, O61 1.432, H74 1.105, H75 1.097
61 O 6.26569 -1.12640 4.54172  C60 1.432, C62 1.420
62 C 5.87137 -2.44167 4.18034  O61 1.420, C63 1.561, H76 1.098, H77 1.110
63 C 7.05408 -3.06618 3.37494  C62 1.561, O64 1.440, H78 1.101, H79 1.102
64 O 6.63504 -3.86106 2.24932  C63 1.440, B65 1.365
65 B 6.42675 -3.13907 1.10938  O64 1.365, I66 2.196, C67 1.600
66 I 4.48367 -2.18241 0.74686  B65 2.196
67 C 7.50166 -2.94795 -0.05980  B65 1.600, C68 1.527, H80 1.103, H81 1.102
68 C 8.93062 -3.34217 0.30495  C67 1.527, O69 1.150, Cl70 1.790
69 O 9.41592 -4.24863 -0.20941  C68 1.150
70 Cl 9.91604 -2.44153 1.49722  C68 1.790
71 H 4.91985 0.97913 2.80500  C59 1.100
72 H 5.38227 1.99131 4.19382  C59 1.101
73 H 6.62969 0.98964 3.43877  C59 1.097
74 H 5.17987 0.20536 5.63981  C60 1.105
75 H 4.21292 -0.60519 4.30756  C60 1.097
76 H 4.91074 -2.50500 3.65163  C62 1.098
77 H 5.76385 -3.04633 5.10465  C62 1.110
78 H 7.59972 -3.72318 4.06936  C63 1.101
79 H 7.75808 -2.25959 3.11462  C63 1.102
80 H 7.18913 -3.61486 -0.88054  C67 1.103
81 H 7.40126 -1.90715 -0.40798  C67 1.102

For the LUMO energy, the calculation gives -0.308 eV. The calculation puts the total energy at -2884.0843 a.u. The structure (SMILES) is CN(C)P(=O)(N(C)C)N(C)C.CN(C)P(=O)(N(C)C)N(C)C.CCOCCOB(I)CC(=O)Cl.

For reference, the Löwdin charges in units of e are: -0.13 -0.30 -0.14 0.74 -0.32 -0.34 -0.14 -0.15 -0.32 -0.13 -0.12 0.08 0.08 0.05 0.07 0.04 0.08 0.09 0.08 0.05 0.08 0.07 0.08 0.08 0.08 0.07 0.08 0.08 0.08 -0.13 -0.31 -0.14 0.75 -0.30 -0.34 -0.14 -0.15 -0.32 -0.13 -0.12 0.08 0.08 0.05 0.07 0.07 0.08 0.09 0.08 0.05 0.08 0.07 0.08 0.08 0.08 0.08 0.08 0.08 0.08 -0.07 -0.24 -0.17 -0.20 -0.15 -0.03 -0.90 0.90 -0.13 -0.81 0.09 0.67 0.06 0.07 0.07 0.11 0.11 0.07 0.13 0.13 0.09 0.12 0.10